Here is a cluster of 9 separate species, C36H99N9O9 in total from OMol25. Energies are from ωB97M-V/def2-TZVPD.

```
! wB97M-V def2-TZVPD RIJCOSX def2/J DEFGRID3
* xyz 0 1
C -22.1405 -3.3689 -7.4844
O -21.8799 -4.2329 -6.3564
C -23.0209 -4.2461 -5.4945
C -22.5714 -4.7208 -4.0782
C -21.4971 -3.8362 -3.3776
N -22.1907 -6.0704 -3.9492
H -21.9968 -2.4028 -7.0004
H -23.1472 -3.4634 -7.8913
H -21.4734 -3.4830 -8.3388
H -23.6060 -3.3304 -5.4093
H -23.6303 -5.0631 -5.8807
H -23.4767 -4.6120 -3.4810
H -20.5235 -4.0895 -3.7970
H -21.3999 -3.9383 -2.2967
H -21.6728 -2.7711 -3.5287
H -21.7458 -6.1674 -3.0476
H -21.5592 -6.2674 -4.7124
C -21.1923 -0.6480 -10.4315
O -21.2059 -0.4626 -11.8098
C -20.2096 0.4690 -12.3266
C -20.5425 0.5883 -13.8433
C -19.4307 1.3305 -14.5626
N -21.8318 1.2380 -13.8707
H -20.9850 0.2620 -9.8684
H -20.5234 -1.4500 -10.1193
H -22.2525 -0.8050 -10.2330
H -20.2609 1.4982 -11.9713
H -19.2113 0.0900 -12.1078
H -20.5586 -0.4138 -14.2718
H -18.4190 0.9548 -14.4101
H -19.4563 2.4038 -14.3741
H -19.6021 1.3418 -15.6389
H -22.3370 1.0919 -14.7330
H -22.3154 0.9017 -13.0502
C -6.3642 2.1853 -8.9380
O -7.4820 1.6599 -8.2530
C -8.5721 1.1572 -9.0036
C -9.5392 0.6526 -7.8656
C -9.1311 -0.5995 -7.0316
N -10.7756 0.3354 -8.5710
H -5.6728 2.4604 -8.1415
H -6.4571 2.8902 -9.7642
H -5.8076 1.4701 -9.5436
H -8.9328 2.0817 -9.4545
H -8.4480 0.4063 -9.7839
H -9.7326 1.5809 -7.3281
H -8.2172 -0.4754 -6.4506
H -8.9737 -1.4749 -7.6617
H -9.8939 -0.8466 -6.2932
H -11.1672 1.2124 -8.8835
H -11.3992 0.0764 -7.8200
C -17.0713 2.4455 -8.2140
O -17.6969 2.4130 -9.4824
C -16.8150 2.6170 -10.5550
C -17.4230 3.1098 -11.8802
C -16.3500 2.9837 -12.9980
N -17.6888 4.5836 -11.8502
H -16.1980 1.7996 -8.1231
H -17.8771 2.1654 -7.5355
H -16.6725 3.4093 -7.8976
H -16.1327 3.3787 -10.1780
H -16.3314 1.6473 -10.6731
H -18.3347 2.6173 -12.2183
H -15.9026 1.9939 -13.0885
H -15.5759 3.7099 -12.7500
H -16.6454 3.2086 -14.0228
H -17.7681 4.8675 -10.8842
H -18.6311 4.6974 -12.1955
C -14.3616 -1.2769 -8.8419
O -15.5416 -1.3352 -9.5855
C -16.3962 -2.4274 -9.2818
C -16.8850 -2.4157 -7.8229
C -17.7742 -3.5715 -7.4215
N -17.6822 -1.2472 -7.4216
H -14.3858 -1.5877 -7.7974
H -13.8317 -0.3247 -8.8203
H -13.6491 -1.9338 -9.3408
H -17.3285 -2.4262 -9.8465
H -15.8247 -3.3436 -9.4303
H -16.0646 -2.5272 -7.1139
H -18.0789 -3.5415 -6.3754
H -17.2964 -4.5067 -7.7134
H -18.7173 -3.5747 -7.9680
H -18.5265 -1.2057 -7.9744
H -17.1346 -0.4419 -7.6892
C -19.1156 -2.8484 -12.2085
O -18.8992 -3.8229 -13.2466
C -19.2799 -3.4223 -14.5292
C -17.9717 -2.8547 -15.2486
C -18.2626 -2.4457 -16.6988
N -16.9880 -3.9580 -15.3248
H -20.1556 -2.6937 -11.9212
H -18.6071 -1.9054 -12.4091
H -18.7954 -3.3439 -11.2920
H -19.8173 -4.2222 -15.0385
H -19.9957 -2.6203 -14.3488
H -17.6419 -2.0440 -14.5990
H -19.1489 -1.8178 -16.7902
H -18.4826 -3.2225 -17.4311
H -17.4208 -1.9208 -17.1505
H -16.9502 -4.1823 -14.3407
H -17.4250 -4.8118 -15.6415
C -16.8522 1.6954 -4.5485
O -15.7176 2.4947 -4.8660
C -14.4013 2.0852 -4.4863
C -13.9283 0.9502 -5.3560
C -12.5459 0.4118 -5.0175
N -13.9542 1.3726 -6.7405
H -17.3024 1.2535 -5.4374
H -17.4552 2.5071 -4.1414
H -16.5052 1.0191 -3.7673
H -13.9292 3.0537 -4.6509
H -14.4146 1.9280 -3.4078
H -14.6348 0.1272 -5.2482
H -12.3995 -0.4956 -5.6033
H -12.4350 0.2185 -3.9505
H -11.9084 1.2577 -5.2747
H -14.7389 2.0049 -6.6727
H -13.2478 2.0719 -6.9198
C -19.7121 -2.1533 0.6021
O -18.3684 -2.4740 0.0180
C -18.4504 -3.2518 -1.2199
C -17.0334 -3.5533 -1.7816
C -17.2788 -4.1978 -3.2196
N -16.2460 -4.3950 -0.9914
H -19.4900 -1.1920 1.0656
H -19.9252 -2.8302 1.4295
H -20.6086 -2.0337 -0.0063
H -19.0459 -4.1515 -1.0646
H -19.0525 -2.6339 -1.8861
H -16.5749 -2.5804 -1.9590
H -17.6948 -3.4521 -3.8970
H -18.0498 -4.9535 -3.0692
H -16.2862 -4.5814 -3.4556
H -16.5570 -4.1383 -0.0654
H -16.6148 -5.3351 -1.0070
C -13.5973 5.5518 -12.1793
O -12.7162 4.7129 -11.4781
C -12.8305 3.3600 -11.9814
C -11.7555 2.5535 -11.3718
C -11.5529 1.1883 -11.9959
N -12.2033 2.1567 -10.0446
H -13.4432 5.5583 -13.2584
H -13.2165 6.4755 -11.7437
H -14.6426 5.5621 -11.8708
H -13.8421 2.9614 -11.9054
H -12.6669 3.3049 -13.0576
H -10.8661 3.1768 -11.2796
H -11.4064 1.2834 -13.0718
H -12.4508 0.5855 -11.8595
H -10.6312 0.6983 -11.6822
H -12.9603 1.4922 -10.1181
H -12.7795 2.9364 -9.7615
*
```

Strongest force on any atom in hartree/bohr: 0.0849
E_HOMO in hartree: -0.3192
SMILES: COC[C@H](C)N.COC[C@H](C)N.COC[C@H](C)N.COC[C@H](C)N.COC[C@H](C)N.COC[C@H](C)N.COC[C@H](C)N.COC[C@H](C)N.COC[C@H](C)N
E in eV: -70766.05549
E_LUMO in Eh: 0.01804

Atomic partial charges in e from the Mulliken method, atoms 1 to 99: C -0.7809; O -0.3189; C -0.9042; C 0.5040; C -1.5045; N -0.7013; H 0.3493; H 0.3963; H 0.1553; H 0.4576; H 0.3863; H 0.2593; H 0.2494; H 0.4436; H 0.4465; H 0.2750; H 0.2792; C -0.6192; O -0.4536; C -1.0731; C 1.3571; C -1.6308; N -0.8210; H 0.4431; H 0.0550; H 0.2731; H 0.6418; H 0.3068; H -0.0365; H 0.2415; H 0.4376; H 0.4677; H 0.2677; H 0.2232; C -0.8602; O -0.3021; C -0.6476; C 0.8387; C -1.4304; N -0.4940; H 0.2696; H 0.3138; H 0.3387; H 0.2139; H 0.4198; H 0.2151; H 0.3948; H 0.3198; H 0.3106; H 0.4005; H 0.0289; C -0.6475; O -0.5193; C -1.0083; C 2.1791; C -1.2729; N -0.7558; H 0.0202; H 0.3491; H 0.5453; H 0.6164; H 0.2494; H -1.0382; H 0.4001; H -0.0376; H 0.3797; H 0.2636; H 0.3054; C -0.2126; O -0.0060; C 0.0689; C 0.6146; C -1.4345; N -0.4877; H 0.2218; H -0.4091; H 0.3843; H -0.7151; H 0.4351; H 0.3107; H 0.1604; H 0.5064; H 0.1418; H 0.2593; H 0.1438; C -0.5791; O -0.4873; C -0.6574; C 0.6850; C -1.5015; N -0.8030; H 0.3526; H 0.1960; H 0.3462; H 0.3914; H 0.0690; H 0.1779; H 0.3340; H 0.3560